The following is a quantum chemistry calculation of the ion C2H4N3 with charge +1 at a distorted geometry, from the Open Molecules 2025 dataset.

Geometry as ORCA input:
```
! wB97M-V def2-TZVPD RIJCOSX def2/J DEFGRID3
* xyz 1 1
N -0.63979 0.54601 0.70306
N -0.36133 -1.74308 -1.29809
N 0.19878 0.47454 -0.55627
C 0.68818 0.92330 0.76865
C -0.06840 -0.74328 -0.76709
H 1.20902 1.95043 0.70421
H -0.74245 -2.60216 -1.45085
H 1.28036 0.19000 1.38624
H -1.56436 1.00423 0.51015
*
```

Computed properties:
energy relative to the best compared isomer or geometry (same formula, charge and spin)	94.9	kcal/mol
SMILES string	[NH+]#CN1CN1
E_LUMO	-4.35	eV
gap between HOMO and LUMO	0.43365	Ha
energy	-6597.3531	eV

=====

The following is a quantum chemistry calculation of a cluster of 2 separate species, C2H4N3O in total at a distorted geometry, from the Open Molecules 2025 dataset.

Geometry as ORCA input:
```
! wB97M-V def2-TZVPD RIJCOSX def2/J DEFGRID3
* xyz 1 1
O -1.08306 -1.12426 0.09455
N -0.82215 1.39823 -0.95571
N 0.48023 -2.24161 1.40011
N 1.33179 0.70873 -0.14063
C 0.35627 1.02991 -0.67656
C -0.34293 -1.83063 0.70799
H -1.00949 2.33986 -1.16578
H 0.85917 -3.06662 1.80215
H 2.13487 0.49304 0.34838
H -1.44768 0.53936 -1.24333
*
```

Computed properties:
energy relative to the best compared isomer or geometry (same formula, charge and spin)	15.7	kcal/mol
E_LUMO	-4.03	eV
gap between HOMO and LUMO	0.41734	Ha
energy	-8648.2317	eV

=====

The following is a quantum chemistry calculation of a structure of composition C2H4N3S at a distorted geometry, from the Open Molecules 2025 dataset.

Geometry as ORCA input:
```
! wB97M-V def2-TZVPD RIJCOSX def2/J DEFGRID3
* xyz 1 1
S 1.53652 -1.10958 -0.55648
N -0.84094 0.00603 0.30220
N -2.04429 0.24688 0.17490
N 1.65869 1.47410 0.74821
C 2.52077 0.84504 0.20549
C -0.16159 -0.88331 -0.30650
H -0.80096 -1.75156 -0.67273
H 3.41354 0.72761 -0.31557
H -2.56175 0.58347 0.92521
H -2.71999 -0.13868 -0.50474
*
```

Computed properties:
energy relative to the best compared isomer or geometry (same formula, charge and spin)	85.8	kcal/mol
E_LUMO (spin up / spin down)	-7.24 / -7.18	eV
gap between HOMO and LUMO (spin up / spin down)	0.26662 / 0.25599	Ha
energy	-17432.0147	eV

=====

The following is a quantum chemistry calculation of a structure of composition C2H4N4 at a distorted geometry, from the Open Molecules 2025 dataset.

Geometry as ORCA input:
```
! wB97M-V def2-TZVPD RIJCOSX def2/J DEFGRID3
* xyz 0 1
N 1.64328 -0.15692 0.17612
N -2.15889 -0.57133 0.18858
N -0.68053 1.01757 -0.31282
N -0.16636 -0.17580 -0.32136
C -1.97105 0.77386 -0.00728
C -0.99733 -1.14481 0.11462
H -2.68497 1.55118 0.19932
H 1.78140 0.81912 -0.16076
H -0.66898 -2.22514 0.03085
H 2.12586 -0.74196 -0.53533
*
```

Computed properties:
energy relative to the best compared isomer or geometry (same formula, charge and spin)	79.6	kcal/mol
E_LUMO	-0.50	eV
gap between HOMO and LUMO	0.34443	Ha
energy	-8095.8607	eV

=====

The following is a quantum chemistry calculation of a structure of composition C2H4N4 at a distorted geometry, from the Open Molecules 2025 dataset.

Geometry as ORCA input:
```
! wB97M-V def2-TZVPD RIJCOSX def2/J DEFGRID3
* xyz 0 1
N -0.25017 0.82411 -0.43599
N 0.50191 -0.73376 -1.22973
N 0.67753 1.02406 0.47012
N 1.43506 -0.89685 -0.50223
C -1.40907 0.03528 -0.01417
C 1.61825 0.15670 0.46120
H 2.49841 0.15110 1.07892
H -2.17408 0.58611 0.53132
H -1.82375 -0.33078 -0.95297
H -1.07409 -0.81598 0.59353
*
```

Computed properties:
energy relative to the best compared isomer or geometry (same formula, charge and spin)	84.0	kcal/mol
E_LUMO (spin up / spin down)	-0.03 / -0.03	eV
gap between HOMO and LUMO (spin up / spin down)	0.33958 / 0.33960	Ha
energy	-8095.6733	eV

=====

The following is a quantum chemistry calculation of the molecule C2H4N4 at a distorted geometry, from the Open Molecules 2025 dataset.

Geometry as ORCA input:
```
! wB97M-V def2-TZVPD RIJCOSX def2/J DEFGRID3
* xyz 0 1
N 1.64892 -0.00672 -0.23567
N -1.98088 0.38088 -0.14283
N -0.27797 -1.08008 0.08067
N -1.71670 -0.89615 -0.05479
C -0.71384 1.06818 -0.00982
C 0.23870 -0.00539 -0.01608
H 1.86139 -0.74975 0.56802
H 1.99461 1.10068 0.08113
H -0.03170 -1.95835 -0.44705
H -1.02253 2.14671 0.17643
*
```

Computed properties:
energy relative to the best compared isomer or geometry (same formula, charge and spin)	91.8	kcal/mol
SMILES string	Nc1cnn[nH]1
E_LUMO	0.55	eV
gap between HOMO and LUMO	0.34296	Ha
energy	-8095.3342	eV